Entry 1:
{
  "formula": "C15H22BF4N6O3S2Sn",
  "method": "wB97M-V/def2-TZVPD",
  "e_lumo_ev": 2.4,
  "mol_weight_g_mol": 604.0,
  "homo_lumo_gap_ha": 0.2444,
  "charge": -1,
  "species": ["Sn", "N", "C", "S", "N", "N", "C", "C", "C", "C", "C", "C", "N", "H", "H", "H", "H", "H", "H", "H", "C", "C", "N", "O", "C", "C", "N", "O", "H", "H", "H", "H", "H", "H", "H", "O", "S", "C", "C", "C", "C", "H", "H", "H", "H", "H", "H", "H", "H", "F", "B", "F", "F", "F"],
  "coordinates": [[0.396, 1.381, -0.425], [-2.499, 1.210, -4.224], [-1.765, 1.640, -3.143], [-0.045, 1.757, -3.337], [-2.466, 1.967, -2.095], [-1.707, 2.292, -1.006], [-2.226, 3.054, -0.124], [-1.416, 3.492, 1.013], [-1.988, 4.264, 1.986], [-1.117, 4.842, 2.961], [0.190, 4.525, 2.979], [0.708, 3.456, 2.081], [-0.100, 3.180, 0.945], [-1.966, 0.759, -4.946], [-3.398, 0.814, -4.000], [-3.238, 3.430, -0.250], [-3.045, 4.482, 1.963], [-1.510, 5.567, 3.666], [0.879, 4.967, 3.686], [1.739, 3.645, 1.767], [2.317, -2.289, 3.095], [1.899, -1.105, 2.275], [1.941, -1.040, 1.009], [2.437, -2.164, 0.369], [1.339, 0.100, 2.956], [0.688, -0.085, 4.293], [1.399, 1.209, 2.325], [0.813, 2.256, 2.990], [2.801, -3.029, 2.466], [1.448, -2.748, 3.569], [3.005, -1.979, 3.883], [2.137, -1.981, -0.539], [1.401, -0.469, 5.025], [-0.124, -0.809, 4.204], [0.282, 0.858, 4.647], [0.535, -1.182, -1.544], [-0.242, -1.706, -2.713], [-0.283, -3.500, -2.456], [1.113, -3.986, -2.807], [1.432, -3.339, -4.155], [0.980, -1.877, -4.068], [-1.040, -3.909, -3.131], [-0.591, -3.641, -1.420], [1.178, -5.074, -2.844], [1.818, -3.638, -2.047], [0.878, -3.854, -4.944], [2.493, -3.410, -4.400], [0.537, -1.494, -4.986], [1.771, -1.193, -3.762], [-2.642, -0.852, -0.555], [-1.981, -1.150, 0.633], [-2.854, -1.237, 1.712], [-1.258, -2.344, 0.505], [-1.052, -0.063, 0.916]]
}

Entry 2:
{
  "formula": "C32H72NO3P2",
  "method": "wB97M-V/def2-TZVPD",
  "e_lumo_ev": -1.7,
  "mol_weight_g_mol": 580.9,
  "homo_lumo_gap_ha": 0.1775,
  "charge": 1,
  "species": ["C", "C", "C", "C", "P", "C", "C", "C", "C", "C", "C", "C", "C", "C", "C", "C", "C", "H", "H", "H", "H", "H", "H", "H", "H", "H", "H", "H", "H", "H", "H", "H", "H", "H", "H", "H", "H", "H", "H", "H", "H", "H", "H", "H", "H", "H", "H", "H", "H", "H", "H", "H", "H", "C", "C", "C", "C", "P", "C", "C", "C", "C", "C", "C", "C", "C", "C", "C", "C", "C", "H", "H", "H", "H", "H", "H", "H", "H", "H", "H", "H", "H", "H", "H", "H", "H", "H", "H", "H", "H", "H", "H", "H", "H", "H", "H", "H", "H", "H", "H", "H", "H", "H", "H", "H", "H", "N", "O", "O", "O"],
  "coordinates": [[6.784, 6.759, -8.844], [5.391, 7.310, -8.396], [4.632, 6.238, -7.647], [3.138, 6.314, -7.782], [2.237, 4.844, -7.323], [2.074, 4.737, -5.562], [1.211, 3.630, -4.997], [1.610, 3.231, -3.525], [1.004, 4.107, -2.396], [3.119, 3.374, -7.998], [2.942, 3.138, -9.532], [4.196, 2.928, -10.430], [5.088, 1.803, -9.917], [0.518, 4.961, -7.924], [-0.138, 6.337, -7.768], [0.088, 7.417, -8.855], [-1.099, 8.446, -8.902], [6.573, 5.786, -9.286], [7.517, 6.660, -8.043], [7.259, 7.364, -9.617], [4.900, 7.635, -9.314], [5.576, 8.154, -7.732], [5.042, 6.211, -6.638], [4.919, 5.251, -8.009], [2.958, 6.512, -8.838], [2.593, 7.067, -7.212], [1.930, 5.742, -5.166], [3.121, 4.484, -5.394], [1.397, 2.803, -5.683], [0.125, 3.685, -4.923], [2.673, 3.142, -3.299], [1.389, 2.167, -3.440], [1.352, 5.134, -2.507], [1.485, 3.876, -1.446], [-0.071, 4.059, -2.220], [2.614, 2.562, -7.474], [4.169, 3.229, -7.744], [2.283, 3.905, -9.938], [2.340, 2.245, -9.703], [4.691, 3.854, -10.720], [3.799, 2.681, -11.414], [5.798, 1.476, -10.677], [4.533, 0.883, -9.737], [5.602, 1.961, -8.969], [-0.132, 4.114, -7.705], [0.792, 4.967, -8.979], [-0.027, 6.717, -6.752], [-1.171, 6.026, -7.923], [0.275, 7.033, -9.858], [1.001, 7.947, -8.586], [-1.638, 8.481, -7.956], [-1.845, 8.079, -9.608], [-0.810, 9.423, -9.288], [-3.693, -3.081, 12.071], [-2.931, -4.296, 11.356], [-2.720, -4.222, 9.905], [-2.166, -5.433, 9.200], [-2.058, -5.334, 7.372], [-1.025, -3.874, 7.042], [0.467, -4.136, 7.442], [1.462, -2.997, 7.167], [1.212, -1.671, 8.006], [-1.394, -6.916, 6.749], [-1.368, -7.119, 5.204], [-0.416, -6.148, 4.462], [-0.446, -6.258, 2.957], [-3.656, -5.029, 6.731], [-4.744, -6.080, 7.105], [-6.034, -5.886, 6.200], [-7.124, -6.893, 6.583], [-4.488, -2.664, 11.452], [-3.013, -2.253, 12.266], [-4.297, -3.301, 12.952], [-3.632, -5.089, 11.619], [-2.027, -4.762, 11.746], [-2.201, -3.303, 9.633], [-3.615, -3.788, 9.458], [-2.868, -6.252, 9.355], [-1.212, -5.734, 9.631], [-1.356, -3.042, 7.663], [-1.065, -3.408, 6.057], [0.780, -5.081, 6.998], [0.642, -4.337, 8.499], [1.437, -2.893, 6.083], [2.459, -3.341, 7.442], [0.142, -1.463, 7.973], [1.592, -0.786, 7.494], [1.578, -1.634, 9.032], [-2.159, -7.622, 7.072], [-0.471, -7.243, 7.229], [-2.282, -7.100, 4.611], [-1.150, -8.165, 4.986], [0.607, -6.360, 4.773], [-0.619, -5.099, 4.674], [0.267, -5.627, 2.427], [-1.372, -5.836, 2.567], [-0.385, -7.253, 2.515], [-3.458, -5.204, 5.673], [-3.899, -3.974, 6.852], [-4.981, -5.928, 8.158], [-4.371, -7.099, 7.001], [-5.672, -5.943, 5.174], [-6.410, -4.865, 6.133], [-7.726, -7.178, 5.721], [-7.836, -6.283, 7.139], [-6.939, -7.798, 7.162], [-4.816, -0.947, 2.220], [-4.508, -1.895, 1.526], [-3.925, -0.408, 2.804], [-5.922, -0.557, 2.277]]
}

Please write out number 1 again, unchanged.
{
  "formula": "C15H22BF4N6O3S2Sn",
  "method": "wB97M-V/def2-TZVPD",
  "e_lumo_ev": 2.4,
  "mol_weight_g_mol": 604.0,
  "homo_lumo_gap_ha": 0.2444,
  "charge": -1,
  "species": ["Sn", "N", "C", "S", "N", "N", "C", "C", "C", "C", "C", "C", "N", "H", "H", "H", "H", "H", "H", "H", "C", "C", "N", "O", "C", "C", "N", "O", "H", "H", "H", "H", "H", "H", "H", "O", "S", "C", "C", "C", "C", "H", "H", "H", "H", "H", "H", "H", "H", "F", "B", "F", "F", "F"],
  "coordinates": [[0.396, 1.381, -0.425], [-2.499, 1.210, -4.224], [-1.765, 1.640, -3.143], [-0.045, 1.757, -3.337], [-2.466, 1.967, -2.095], [-1.707, 2.292, -1.006], [-2.226, 3.054, -0.124], [-1.416, 3.492, 1.013], [-1.988, 4.264, 1.986], [-1.117, 4.842, 2.961], [0.190, 4.525, 2.979], [0.708, 3.456, 2.081], [-0.100, 3.180, 0.945], [-1.966, 0.759, -4.946], [-3.398, 0.814, -4.000], [-3.238, 3.430, -0.250], [-3.045, 4.482, 1.963], [-1.510, 5.567, 3.666], [0.879, 4.967, 3.686], [1.739, 3.645, 1.767], [2.317, -2.289, 3.095], [1.899, -1.105, 2.275], [1.941, -1.040, 1.009], [2.437, -2.164, 0.369], [1.339, 0.100, 2.956], [0.688, -0.085, 4.293], [1.399, 1.209, 2.325], [0.813, 2.256, 2.990], [2.801, -3.029, 2.466], [1.448, -2.748, 3.569], [3.005, -1.979, 3.883], [2.137, -1.981, -0.539], [1.401, -0.469, 5.025], [-0.124, -0.809, 4.204], [0.282, 0.858, 4.647], [0.535, -1.182, -1.544], [-0.242, -1.706, -2.713], [-0.283, -3.500, -2.456], [1.113, -3.986, -2.807], [1.432, -3.339, -4.155], [0.980, -1.877, -4.068], [-1.040, -3.909, -3.131], [-0.591, -3.641, -1.420], [1.178, -5.074, -2.844], [1.818, -3.638, -2.047], [0.878, -3.854, -4.944], [2.493, -3.410, -4.400], [0.537, -1.494, -4.986], [1.771, -1.193, -3.762], [-2.642, -0.852, -0.555], [-1.981, -1.150, 0.633], [-2.854, -1.237, 1.712], [-1.258, -2.344, 0.505], [-1.052, -0.063, 0.916]]
}

> Which value of charge does entry 2 give?

+1

> charge of number 1 (C15H22BF4N6O3S2Sn)?

-1

> Number 2 is which compound?

C32H72NO3P2